[1]
# C24H38IrN4O2S

A molecular structure, C24H38IrN4O2S (ωB97M-V with the def2-TZVPD basis set, the Open Molecules 2025 dataset).

Geometry as XYZ:
```
70
Properties=species:S:1:pos:R:3:forces:R:3
Ir -0.499473 1.345971 0.298931 -0.154 0.453 0.248
C 3.890739 1.757436 1.774461 0.001 0.001 0.016
C 2.666141 1.277895 1.323639 -0.024 -0.014 0.032
N 1.582245 2.050474 1.128325 0.019 0.006 -0.154
C 1.692247 3.355268 1.374917 -0.012 0.010 0.023
C 2.891523 3.939609 1.847600 -0.005 -0.012 0.014
C 4.012496 3.101840 2.048127 0.001 0.001 -0.006
C 2.933301 5.322097 2.102686 -0.001 0.004 -0.006
C 1.801860 6.136695 1.883669 0.000 0.001 0.001
C 0.600719 5.591644 1.397573 0.003 0.000 -0.004
C -0.540110 6.387827 1.145647 -0.006 -0.004 -0.007
C -1.671716 5.781736 0.643604 0.004 0.012 0.004
C -1.644639 4.412131 0.414357 -0.003 -0.019 0.034
N -0.578525 3.627421 0.662448 0.012 0.040 -0.052
C 0.524075 4.202442 1.136045 0.023 -0.011 -0.008
H 4.720621 1.077754 1.909496 -0.001 -0.001 0.001
H 2.536619 0.223724 1.112762 0.007 0.003 -0.020
H 4.945523 3.518706 2.409620 0.000 0.000 0.001
H 3.847780 5.775355 2.469509 0.000 -0.003 0.004
H 1.867390 7.199689 2.088844 -0.001 0.000 0.002
H -0.514670 7.453911 1.340499 0.000 0.000 0.002
H -2.568004 6.347121 0.427821 0.001 0.001 -0.004
H -2.518821 3.914944 0.013747 -0.001 -0.001 0.002
N -2.574997 0.692053 -0.333386 0.071 -0.051 -0.092
C -3.177068 -0.483653 0.365524 0.013 -0.021 0.014
C -3.292387 -0.278091 1.867687 0.028 0.012 -0.024
C -1.983400 -0.402487 2.629209 0.044 -0.033 -0.017
N -1.086872 0.778995 2.446090 0.006 -0.042 0.046
H -3.233785 1.465346 -0.268016 -0.010 -0.010 0.027
H -2.526615 0.482786 -1.328931 0.007 0.017 -0.004
H -2.538218 -1.342972 0.153211 -0.009 -0.003 -0.016
H -4.159837 -0.683332 -0.062349 -0.006 0.008 0.010
H -3.967108 -1.044092 2.253345 -0.005 0.002 -0.003
H -3.785672 0.674321 2.092234 0.000 0.000 0.002
H -1.433020 -1.275819 2.273564 0.012 -0.005 0.037
H -2.175571 -0.542355 3.693286 -0.036 0.018 -0.004
H -0.253887 0.630420 3.012345 0.019 0.033 -0.020
H -1.534868 1.595019 2.861607 -0.035 -0.028 0.016
C 1.922297 1.606569 -3.308501 -0.005 -0.043 -0.004
C 0.497102 1.847655 -2.953531 0.025 -0.027 0.015
C -0.440215 2.417303 -3.962732 0.014 0.062 0.020
O 0.087374 1.581839 -1.813505 0.001 0.018 -0.060
H 2.066795 1.510928 -4.381740 -0.005 -0.035 0.002
H 2.315468 0.738683 -2.782260 0.009 0.019 0.026
H 2.490549 2.486559 -2.985823 -0.006 0.018 -0.040
H 0.065609 2.724297 -4.873399 0.003 0.019 0.008
H -0.986508 3.260025 -3.537119 -0.019 -0.017 0.009
H -1.176998 1.650342 -4.219230 0.017 -0.010 -0.021
C 1.114433 -6.616270 1.357630 -0.011 -0.017 -0.004
C -0.200070 -5.884639 1.591444 -0.010 -0.026 -0.013
C -0.724616 -5.191538 0.339160 0.004 -0.012 0.006
S 0.509990 -4.047295 -0.363601 -0.018 0.034 0.012
O 0.105875 -2.627237 -0.325568 -0.011 -0.378 -0.056
C 1.086067 -4.603437 -1.979972 0.009 -0.015 0.013
C 0.129899 -4.245136 -3.120439 -0.001 -0.001 0.004
C -1.196065 -4.990972 -3.100223 -0.008 0.011 0.012
H 1.444765 -7.110241 2.268755 -0.003 -0.006 -0.002
H 1.920109 -5.931710 1.064320 0.001 0.002 0.006
H 1.015109 -7.384097 0.588370 0.002 0.004 -0.004
H -0.125000 -5.167987 2.410991 0.034 0.012 -0.014
H -0.978512 -6.597344 1.874400 -0.012 0.022 0.024
H -1.600809 -4.560289 0.494760 -0.014 -0.020 0.013
H -0.912494 -5.893236 -0.477782 0.009 0.014 -0.014
H 1.203207 -5.681691 -1.828779 0.030 0.001 -0.018
H 2.076778 -4.159146 -2.090101 -0.012 0.028 0.007
H 0.689592 -4.489222 -4.026761 -0.002 -0.033 0.007
H -0.020615 -3.164055 -3.133271 0.018 0.003 -0.030
H -1.050877 -6.066629 -2.985333 0.000 -0.002 -0.015
H -1.720614 -4.841664 -4.042098 -0.007 0.015 0.006
H -1.861642 -4.638195 -2.307815 0.006 -0.009 0.009
```
Forces are in eV/Å.

net charge = +4
2S+1 = 6
expectation value of S² = 8.781
calculated total energy = -49192.1307 eV
E_LUMO (spin up / spin down) = -11.93 / -14.88 eV
energy above the lowest of the compared OMol25 structures with the same formula, charge and spin = 0.000 eV

***

[2]
# C24H38IrN6SbSe4Si3

A molecular structure, C24H38IrN6SbSe4Si3 in a non-equilibrium geometry (ωB97M-V with the def2-TZVPD basis set, the Open Molecules 2025 dataset).

Geometry as XYZ:
```
77
Properties=species:S:1:pos:R:3:forces:R:3
Ir -0.615068 -0.816043 1.418653 1.067 0.262 -0.556
Se -2.390943 -2.005954 6.638582 0.498 0.194 0.038
Sb -1.412936 -2.646351 4.526502 0.042 -0.354 -0.831
Se 0.839578 -2.146110 3.040767 -1.480 0.125 0.797
Se -2.610694 -1.289823 2.736070 -0.030 -0.034 0.295
Se -1.765764 -5.027254 4.137132 0.140 -0.061 0.058
C -3.632208 1.683206 1.704275 0.125 0.126 0.060
Si -3.244264 0.858869 0.056779 -0.149 0.142 -0.172
C -4.060993 2.054170 -1.188387 0.065 0.013 -0.090
C -4.262094 -0.726424 -0.144963 0.082 -0.098 -0.115
C -1.435278 0.623628 -0.313587 0.034 -0.681 0.556
Si -0.548845 2.247328 -0.471762 0.073 0.045 0.003
C 1.327211 2.211365 -0.274317 0.076 -0.113 -0.008
C -0.779806 2.984912 -2.209104 -0.112 -0.009 -0.050
C -1.129629 3.582993 0.719316 -0.114 -0.011 0.050
Si -1.130308 -0.530705 -1.703318 -0.061 0.220 -0.202
C 0.532033 -0.441186 -2.615126 0.089 0.100 0.069
C -2.365611 -0.471683 -3.137346 -0.070 0.071 -0.049
C -1.215407 -2.310433 -1.064190 -0.010 -0.027 -0.039
C -1.461791 -3.409228 -1.876242 -0.007 -0.012 0.009
C -1.595128 -4.674670 -1.321484 0.009 0.011 0.013
C -1.462440 -4.811142 0.046690 -0.027 0.008 -0.074
C -1.167361 -3.692053 0.807227 -0.037 0.023 0.034
N -1.050719 -2.473371 0.267100 0.055 -0.072 0.021
H -4.584202 1.316411 2.095587 0.012 -0.013 -0.008
H -3.706859 2.766851 1.577941 -0.052 -0.033 -0.041
H -2.875226 1.486398 2.461958 -0.050 -0.017 0.021
H -5.146953 2.062665 -1.043396 0.024 0.001 0.029
H -3.860149 1.768778 -2.225067 -0.062 -0.007 0.025
H -3.697053 3.076737 -1.051131 -0.047 -0.016 0.006
H -5.012537 -0.796291 0.645168 0.022 -0.009 -0.002
H -3.655726 -1.632304 -0.089920 -0.057 0.002 0.070
H -4.780338 -0.727143 -1.109700 -0.013 0.042 0.037
H 1.791963 1.531648 -0.993843 0.006 0.048 0.007
H 1.612473 1.899711 0.731270 0.015 0.048 -0.025
H 1.727640 3.216767 -0.437143 -0.054 -0.003 -0.004
H -0.415644 2.311298 -2.989009 0.003 0.052 -0.008
H -0.228341 3.926933 -2.297737 -0.006 -0.018 0.025
H -1.832476 3.187409 -2.421622 0.033 0.013 0.010
H -1.301841 3.182422 1.717772 0.019 0.050 -0.013
H -2.062258 4.046699 0.386584 0.032 0.011 0.003
H -0.367759 4.363640 0.803031 -0.012 -0.009 -0.051
H 0.723242 0.562614 -3.001175 0.009 -0.052 -0.045
H 0.518760 -1.133955 -3.462553 -0.050 0.001 0.022
H 1.362218 -0.711502 -1.964987 0.007 -0.018 -0.017
H -2.386611 0.540369 -3.554684 0.014 -0.041 -0.008
H -3.377920 -0.716852 -2.811275 0.020 0.010 -0.022
H -2.090801 -1.156096 -3.946325 0.023 -0.001 0.035
H -1.568768 -3.258900 -2.943824 -0.038 0.004 0.018
H -1.810147 -5.532146 -1.949080 -0.009 0.000 0.009
H -1.594524 -5.755966 0.556021 0.061 0.008 0.025
H -1.019089 -3.790331 1.871910 -0.058 -0.010 0.001
N 1.275855 -0.710870 0.481480 -0.040 0.030 0.070
C 2.425356 -0.775811 0.484255 0.063 0.027 -0.072
N 3.740754 -0.828213 0.486286 0.114 0.026 0.176
C 4.406351 -2.072663 0.103050 -0.043 -0.039 -0.125
C 4.776331 -2.043746 -1.377503 0.088 0.065 0.052
C 5.593005 -0.789241 -1.703745 -0.145 0.010 -0.011
C 4.837395 0.470213 -1.270775 0.084 -0.087 0.029
C 4.501511 0.395746 0.213812 -0.081 0.065 -0.153
H 3.751601 -2.907991 0.345040 -0.022 0.021 0.041
H 5.309333 -2.160710 0.713875 -0.015 0.000 0.037
H 3.858026 -2.044383 -1.972790 0.003 -0.040 0.000
H 5.339490 -2.946992 -1.624886 -0.033 -0.006 -0.035
H 5.808358 -0.750630 -2.773646 0.039 -0.009 0.007
H 6.553600 -0.834357 -1.177230 0.007 -0.001 -0.023
H 3.903068 0.545343 -1.835988 0.009 0.068 -0.003
H 5.422473 1.370352 -1.470908 -0.004 -0.004 -0.013
H 3.923443 1.257242 0.542498 -0.030 -0.029 0.044
H 5.417163 0.349191 0.809694 -0.020 -0.002 0.041
N -0.152535 0.810129 2.515468 -0.120 -0.215 0.070
C 0.234407 1.659313 3.189264 0.036 0.364 0.029
C 0.753487 2.771779 3.861593 0.113 -0.032 -0.019
C 0.128193 3.355715 4.987537 -0.026 -0.004 -0.066
N -0.354878 3.884197 5.894793 0.032 -0.032 -0.022
C 1.929835 3.357869 3.338637 -0.015 -0.052 0.047
N 2.895772 3.828616 2.906151 -0.040 -0.034 -0.019
```
Forces are in eV/Å.

net charge = -2
calculated total energy = -328847.7018 eV
E_LUMO = 3.65 eV
energy above the lowest of the compared OMol25 structures with the same formula, charge and spin = 0.115 eV

***

[3]
# C24H38O17S

A molecular structure, C24H38O17S in a non-equilibrium geometry (ωB97M-V with the def2-TZVPD basis set, the Open Molecules 2025 dataset).

Geometry as XYZ:
```
80
Properties=species:S:1:pos:R:3:forces:R:3
C 5.343869 2.409553 0.123281 -0.431 3.335 2.937
C 3.839889 2.185081 0.374530 -2.601 0.700 -2.929
C 3.292323 0.754887 -0.153301 0.108 0.319 2.664
O 2.335427 0.466373 0.884650 -0.399 0.821 0.856
C 2.566928 1.254919 1.994781 -0.091 -2.775 0.815
O 2.192933 0.929830 3.094344 -0.031 1.075 -1.233
O 3.404492 2.241207 1.718867 1.152 -0.364 1.091
H 5.451558 3.558457 0.677590 0.413 -3.196 -1.902
H 5.615634 2.439069 -0.942251 -0.288 0.118 0.501
H 6.016941 1.712128 0.701458 -0.944 0.596 -0.645
H 3.038902 3.092016 0.063975 2.845 -2.315 -0.972
H 3.934515 -0.135506 -0.095711 0.931 0.778 -0.022
H 2.787338 0.619030 -1.069806 -0.551 0.891 -1.225
C 4.104137 -2.043192 4.792749 -2.524 -1.010 0.089
C 3.376658 -2.144872 3.415581 0.977 -0.923 -2.426
C 3.540069 -3.528457 2.563426 -0.449 2.014 -0.248
O 2.151375 -3.945247 2.516151 2.219 -1.269 -2.003
C 1.400959 -3.125656 3.189909 -6.727 -4.477 0.164
O 0.219619 -3.377121 3.446901 1.598 0.354 -0.940
O 1.976089 -2.160188 3.671224 3.314 5.593 2.208
H 3.977985 -1.027584 5.109263 0.789 0.509 0.429
H 5.018738 -2.541665 4.842106 2.397 0.408 -0.774
H 3.705986 -2.706699 5.651946 -0.854 0.982 -1.656
H 3.569559 -1.377704 2.497655 -0.177 -0.873 3.119
H 4.054479 -4.295938 3.114722 0.545 -0.267 -0.108
H 4.012585 -3.269446 1.507673 -1.218 -1.005 2.157
C 0.008093 4.473391 2.806897 3.885 18.643 5.920
C 0.701237 5.699201 1.957489 -3.035 -2.572 1.444
C 1.371164 5.272816 0.656380 -3.374 -2.226 0.616
O 0.465431 5.845656 -0.281821 2.312 -1.774 -1.578
C -0.560119 6.446680 0.258133 -0.718 2.951 0.247
O -1.330994 7.082483 -0.381407 -1.181 -0.244 -0.847
O -0.507030 6.560858 1.581373 2.961 -1.981 0.698
H 0.737565 3.954238 3.164785 5.443 -2.200 3.826
H -0.271986 3.773076 2.426296 -7.960 -13.028 -9.473
H -0.600464 5.018879 3.579944 0.440 -1.263 -0.757
H 1.420068 6.255892 2.538624 -0.421 0.382 0.527
H 1.521756 4.145533 0.501908 -1.214 1.308 0.258
H 2.340487 5.573366 0.652065 2.714 1.994 -0.837
C -0.190242 -1.171030 -6.054811 -1.112 3.152 -1.259
C -1.272059 -1.758414 -5.133306 4.375 -2.554 -2.748
C -1.392589 -3.327743 -5.259256 3.188 0.834 2.825
O -1.086729 -3.695407 -3.868280 -0.149 -0.319 0.378
C -0.786938 -2.606341 -3.125335 1.095 -4.245 6.158
O -0.508001 -2.621143 -1.880422 -1.152 0.099 -5.176
O -0.735462 -1.606211 -3.876284 0.570 4.538 0.403
H -0.435241 -1.108975 -7.158319 -0.410 0.180 1.294
H 0.764844 -1.596551 -6.112375 1.146 -1.680 0.736
H 0.092804 -0.122735 -5.667095 -0.889 -1.263 -0.780
H -2.152098 -1.238484 -5.129870 -2.490 1.052 -0.608
H -0.812941 -4.066778 -5.830452 0.532 1.321 -0.481
H -2.333712 -3.591763 -5.379401 -4.653 -1.121 -0.721
C -5.341202 -1.964227 -3.956553 5.387 -0.965 0.776
C -4.360901 -1.626529 -2.660844 -4.118 -6.430 0.916
C -5.029722 -1.501654 -1.220406 0.470 7.781 -2.615
O -4.374852 -2.258202 -0.299685 -3.461 4.563 3.458
C -3.736313 -3.058616 -0.908223 8.152 -13.429 -2.981
O -3.181306 -4.118933 -0.376504 -2.458 5.400 -2.577
O -3.705844 -2.945535 -2.340331 -0.168 1.541 2.014
H -5.987841 -2.773860 -3.774617 -1.492 -0.208 0.623
H -4.680498 -2.438658 -4.800046 -0.528 0.822 1.643
H -5.580908 -1.060634 -4.390389 -1.738 1.771 -0.702
H -3.636256 -0.946474 -2.836560 2.174 2.398 -0.673
H -6.062093 -1.524908 -1.161521 -2.100 -1.128 -0.065
H -4.855893 -0.360498 -0.995665 -0.128 -1.967 0.215
C -1.478445 -1.333916 1.438756 3.298 1.096 -2.673
C -1.122855 -0.372209 2.518043 2.826 -0.056 0.332
C -2.245112 0.697924 2.337181 2.119 0.543 2.143
S -2.095207 1.179863 0.626194 0.908 -2.371 2.615
O -1.034745 2.132540 0.575092 0.740 1.070 -0.723
O -3.392892 1.434165 0.132445 -1.871 0.740 -1.470
C -1.486580 -0.449135 0.130045 2.397 0.287 0.249
H -2.321307 -1.801012 1.625766 -5.359 -1.242 0.764
H -0.991205 -2.304203 1.353196 1.643 0.529 -0.323
H 0.008983 0.036308 2.167665 -3.088 -0.675 1.586
H -1.051899 -0.943084 3.532415 -0.167 1.508 -1.650
H -2.101460 1.522558 3.084456 -0.210 -0.279 -1.126
H -3.176145 0.226293 2.552200 -0.873 -0.289 -0.181
H -0.432401 -0.224857 -0.260123 -1.113 -0.443 1.019
H -1.920934 -0.796276 -0.769157 -1.148 -0.567 -0.605
```
Forces are in eV/Å.

calculated total energy = -71135.2442 eV
E_LUMO = 0.12 eV
energy above the lowest of the compared OMol25 structures with the same formula, charge and spin = 4.445 eV